Density functional theory data (wB97M-V/def2-TZVPD) for a molecular structure, C49H52MoN8OS3 in a non-equilibrium geometry.

Geometry as XYZ:
```
114
Properties=species:S:1:pos:R:3:forces:R:3
Mo 1.486542 0.121633 1.159504 -1.0 0.2 -0.8
C 3.339161 3.376091 1.091053 0.0 0.0 0.1
C 3.438250 2.195945 2.015865 0.0 -0.1 -0.3
C 4.674894 1.619892 2.297023 0.1 0.0 -0.1
C 4.805623 0.586966 3.211993 0.1 0.0 0.1
C 6.154226 0.054790 3.599224 -0.1 0.0 0.0
C 3.649104 0.090663 3.835862 0.1 -0.2 -0.1
C 2.394301 0.623111 3.604144 0.1 0.3 0.7
C 1.287598 0.284825 4.579813 0.0 0.0 -0.1
C 2.281117 1.698286 2.667588 0.3 0.2 0.4
H 3.983548 4.183233 1.443467 0.0 0.0 0.0
H 2.320917 3.758774 1.037108 0.0 0.0 0.0
H 3.671894 3.121255 0.083741 0.0 0.0 0.0
H 5.563686 2.033933 1.831451 0.0 0.0 0.0
H 6.919229 0.316807 2.870170 0.0 0.0 0.0
H 6.134772 -1.027019 3.736141 0.0 0.0 0.0
H 6.456956 0.488826 4.555477 0.0 0.0 0.0
H 3.749571 -0.691812 4.580661 0.0 0.0 0.0
H 1.190212 1.114011 5.284790 0.0 0.0 0.0
H 1.539973 -0.604293 5.153737 0.0 0.0 0.0
H 0.318427 0.128586 4.117063 0.0 0.0 -0.1
H 1.442445 2.381217 2.767001 -0.2 -0.1 -0.2
N 0.965931 -0.023225 -0.663010 0.4 0.3 0.2
S -0.042672 -0.121006 -1.766910 -0.3 -0.1 -0.1
N -1.297534 0.882432 -1.625895 0.2 0.0 0.0
S -2.632561 0.556893 -0.896109 -0.2 -0.1 0.0
N -2.557129 0.058111 0.592191 -0.1 0.0 -0.1
S -1.736131 0.798645 1.727358 0.4 -0.1 0.1
N -0.264734 0.363751 1.736893 -0.1 0.0 0.2
C -2.558102 0.341548 3.186254 0.0 -0.1 0.2
C -3.425292 -0.748108 3.178862 0.0 0.1 0.2
C -3.988787 -1.134529 4.384535 0.0 0.0 0.0
C -3.681837 -0.447071 5.552326 0.0 0.0 0.0
C -2.808918 0.637772 5.536170 0.0 0.0 0.0
C -2.228732 1.043730 4.348218 -0.1 -0.1 0.0
C -1.822601 2.545246 1.599402 -0.1 0.1 0.0
C -2.954101 3.199702 2.087178 0.1 0.0 -0.1
C -3.037159 4.572587 1.922656 0.0 0.0 0.0
C -2.014557 5.261941 1.279829 0.0 0.0 0.0
C -0.904123 4.586915 0.781892 0.0 0.1 0.0
C -0.798307 3.215864 0.933969 -0.1 0.1 0.1
C -3.605210 -0.672455 -1.677974 0.0 -0.1 -0.1
C -4.064098 -1.792265 -0.998371 0.0 0.0 -0.1
C -4.887737 -2.673370 -1.685664 0.0 0.0 0.0
C -5.233854 -2.423157 -3.006196 0.0 0.0 0.0
C -4.763550 -1.289334 -3.665882 0.0 0.0 0.0
C -3.942989 -0.396314 -3.004278 -0.1 -0.1 0.1
C -3.563731 2.025666 -1.064722 0.0 0.1 0.0
C -3.085662 3.098455 -1.806388 -0.1 0.0 0.1
C -3.930541 4.187030 -1.978018 0.0 0.0 0.0
C -5.205059 4.178245 -1.427221 0.0 0.0 0.0
C -5.659414 3.086534 -0.688673 0.0 0.0 0.0
C -4.839683 1.990969 -0.499967 0.0 0.1 -0.1
C -0.640445 -1.769844 -1.953847 0.1 -0.1 0.1
C -1.048374 -2.229880 -3.204852 0.0 0.0 0.1
C -1.541306 -3.521819 -3.301346 0.0 0.0 0.0
C -1.610499 -4.328119 -2.171030 0.0 0.0 0.0
C -1.188773 -3.854890 -0.933464 0.0 0.0 0.0
C -0.694653 -2.567994 -0.814328 0.0 0.1 -0.2
C 0.626383 0.376064 -3.293466 0.1 0.1 -0.1
C -0.204683 0.862635 -4.301108 0.1 0.1 0.0
C 0.366071 1.181287 -5.521255 0.0 0.0 0.0
C 1.733092 1.010424 -5.714659 0.0 0.0 0.0
C 2.542854 0.524649 -4.694895 0.0 0.0 0.0
C 1.995727 0.196152 -3.464181 -0.1 0.0 -0.2
H -3.660101 -1.268174 2.263118 0.0 0.0 0.0
H -4.677191 -1.968106 4.410849 0.0 0.0 0.0
H -4.129300 -0.757474 6.488080 0.0 0.0 0.0
H -2.589510 1.172243 6.450896 0.0 0.0 0.0
H -1.553098 1.889596 4.327517 0.0 0.0 0.0
H -3.746173 2.659744 2.589105 0.0 0.0 0.0
H -3.898280 5.105690 2.305018 0.0 0.0 0.0
H -2.082515 6.336880 1.167693 0.0 0.0 0.0
H -0.121923 5.134732 0.272503 0.0 0.0 0.0
H 0.051669 2.680953 0.533696 0.0 0.0 0.0
H -3.790144 -1.969497 0.030392 0.0 0.0 0.0
H -5.268956 -3.552116 -1.182132 0.0 0.0 0.0
H -5.887521 -3.111224 -3.527431 0.0 0.0 0.0
H -5.053755 -1.095716 -4.690037 0.0 0.0 0.0
H -3.601869 0.506756 -3.497522 0.0 0.0 0.0
H -2.094321 3.080901 -2.236742 0.0 0.0 0.0
H -3.595072 5.037641 -2.556589 0.0 0.0 0.0
H -5.859853 5.026698 -1.581902 0.0 0.0 0.0
H -6.658969 3.087184 -0.274237 0.0 0.0 0.0
H -5.190889 1.125892 0.051825 0.0 0.0 0.0
H -0.973015 -1.610722 -4.087868 0.0 0.0 0.0
H -1.857399 -3.903700 -4.263514 0.0 0.0 0.0
H -1.983441 -5.341048 -2.258408 0.0 0.0 0.0
H -1.234141 -4.497987 -0.063526 0.0 0.0 0.0
H -0.341496 -2.199937 0.137323 0.0 0.0 0.0
H -1.262482 1.005815 -4.130590 0.0 0.0 0.0
H -0.252059 1.567419 -6.321041 0.0 0.0 0.0
H 2.171096 1.261339 -6.672487 0.0 0.0 0.0
H 3.603860 0.400170 -4.865174 0.0 0.0 0.0
H 2.599159 -0.196996 -2.657143 0.0 0.0 0.0
C 3.604282 -4.576173 -2.302007 0.1 0.0 0.0
C 2.218458 -4.063269 -1.976932 0.0 0.2 0.0
O 2.218943 -3.168464 -0.846163 0.1 -0.1 -0.1
H 3.554059 -5.438839 -2.966976 0.0 0.1 0.0
H 4.111641 -4.900825 -1.388173 0.0 0.0 0.0
H 4.213640 -3.810267 -2.784787 0.0 0.0 0.1
H 1.529871 -4.891933 -1.799909 0.0 0.0 0.1
H 1.818828 -3.472058 -2.801813 0.0 0.0 0.0
H 2.470978 -3.691410 -0.076219 0.0 0.0 0.0
N 6.850861 -3.780066 0.477014 0.0 -0.1 0.0
C 6.253164 -2.633529 0.214920 -0.2 0.2 0.0
N 6.862795 -1.697135 -0.502201 0.1 0.0 -0.1
N 5.015948 -2.463442 0.700293 0.1 -0.5 0.1
C 4.117886 -1.620550 0.789921 -0.2 0.3 0.0
N 3.183520 -0.913348 0.963368 0.7 -0.4 0.1
H 7.781942 -3.991206 0.151925 0.0 0.0 0.0
H 6.371088 -4.476636 1.024916 0.0 0.0 0.0
H 7.786273 -1.837815 -0.883516 0.0 0.0 0.0
H 6.404549 -0.825582 -0.702231 0.0 0.0 0.0
```
Forces are in eV/Å.

Properties
spin multiplicity = 3
max |F| = 1.27 eV Å⁻¹
relative energy (zero: lowest compared OMol25 entry of this formula, charge and spin) = 9.0 kcal/mol
net charge = +4
E_LUMO (spin up / spin down) = -11.245 / -10.687 eV
expectation value of S² = 2.02

Here are the Löwdin charges for atoms 1 to 2, given in e: number 1, Mo, carries 1.628; number 2, C, carries -0.016

=====

Density functional theory data (wB97M-V/def2-TZVPD) for a molecular structure, C49H52N3OP3Y.

Geometry as XYZ:
```
109
Properties=species:S:1:pos:R:3:forces:R:3
Y 0.138656 0.328108 0.071749 0.0 0.6 0.2
C 0.717221 -0.689677 -3.452042 0.2 -0.2 0.2
N 1.413927 -1.478552 -2.372805 -0.2 0.2 0.0
P 0.123351 -2.179763 -1.397672 0.0 0.0 -0.3
C -0.526940 -3.469542 -2.493358 0.0 0.1 0.0
C -1.761894 -4.046414 -2.207476 0.0 0.0 0.1
C -2.209182 -5.133548 -2.944546 -0.1 0.0 0.0
C -1.425560 -5.643838 -3.970506 0.1 0.0 0.0
C -0.190392 -5.072457 -4.253732 0.0 0.0 0.0
C 0.266048 -3.987825 -3.516564 0.0 0.0 -0.1
C 0.801677 -3.099066 -0.007274 0.0 0.1 0.0
C 1.710728 -4.152667 -0.104618 0.1 0.0 0.0
C 2.079395 -4.840224 1.037472 0.0 0.0 0.0
C 1.537026 -4.497246 2.277969 0.0 0.0 0.0
C 0.617426 -3.466746 2.380899 0.0 0.0 0.1
C 0.253955 -2.774138 1.233660 0.1 -0.1 0.0
P 2.462868 -0.417655 -1.460947 0.1 -0.3 0.3
C 3.506123 -1.441020 -0.394002 0.0 -0.1 -0.1
C 4.410955 -2.357985 -0.932996 0.0 0.0 0.0
C 5.257567 -3.063972 -0.094987 0.0 0.0 0.0
C 5.213734 -2.856352 1.281614 0.0 -0.1 0.0
C 4.320612 -1.945561 1.824782 0.0 0.0 0.0
C 3.472726 -1.238567 0.983271 0.0 -0.1 -0.1
C 3.639726 0.244142 -2.653108 -0.2 0.1 0.1
C 4.332858 1.394118 -2.284460 -0.1 0.1 0.0
C 5.382998 1.846867 -3.068041 0.0 0.0 0.0
C 5.734832 1.155539 -4.218584 0.0 0.0 0.0
C 5.036942 0.011791 -4.589623 0.0 0.0 0.0
C 3.988655 -0.451951 -3.807812 0.1 0.0 -0.1
H 0.069651 -1.347476 -4.023531 0.0 -0.1 0.0
H 1.442521 -0.251639 -4.123763 0.2 0.0 -0.1
H 0.099598 0.125886 -3.056822 -0.1 0.1 0.1
H -2.364041 -3.671337 -1.387398 0.0 0.0 0.0
H -3.168009 -5.584880 -2.716238 0.1 0.0 0.0
H -1.773346 -6.493470 -4.546820 0.0 0.1 0.0
H 0.424349 -5.474362 -5.049771 0.0 0.0 0.0
H 1.229841 -3.546810 -3.744015 0.0 0.0 0.0
H 2.123106 -4.433130 -1.067935 0.0 0.0 0.1
H 2.782764 -5.662243 0.965462 -0.1 0.1 0.0
H 1.825341 -5.051442 3.164610 0.0 0.0 -0.1
H 0.169833 -3.225435 3.339562 0.0 0.0 -0.1
H -0.525984 -2.020230 1.306895 -0.1 0.1 0.0
H 4.465552 -2.507722 -2.004578 0.0 0.0 0.0
H 5.966867 -3.767447 -0.514185 0.0 0.0 0.0
H 5.887812 -3.402341 1.932303 0.0 0.0 -0.1
H 4.300095 -1.778249 2.896176 0.0 0.0 -0.1
H 2.795893 -0.504231 1.408285 -0.1 0.1 0.1
H 4.056191 1.940456 -1.387985 0.0 0.0 0.0
H 5.925237 2.739816 -2.782359 0.0 -0.1 0.0
H 6.555811 1.508170 -4.831101 -0.1 0.0 0.0
H 5.309510 -0.522999 -5.490449 0.0 0.0 0.0
H 3.465406 -1.356745 -4.095484 0.0 0.0 0.0
C 1.496624 2.306353 4.933778 0.0 0.0 -0.1
C 1.119531 0.835500 5.090190 -0.1 0.1 0.0
N -0.270550 0.526805 4.692025 0.0 0.0 0.2
C -1.242432 0.330208 5.801073 0.1 0.1 0.0
C -1.365272 1.540638 6.716135 0.1 0.1 -0.1
C -0.573197 0.359893 3.417969 0.1 0.2 -0.1
C -1.961764 -0.050415 3.023818 0.0 0.0 0.2
N 0.304922 0.547033 2.433380 -0.3 -0.3 -0.9
H 2.534388 2.451151 5.243577 -0.1 0.0 0.0
H 0.867607 2.942862 5.556096 0.0 0.0 0.0
H 1.402475 2.650208 3.897218 0.0 0.0 0.2
H 1.224016 0.524360 6.126721 0.0 0.0 0.0
H 1.794589 0.196897 4.516434 0.0 -0.1 0.0
H -0.920398 -0.544800 6.368414 0.0 0.0 0.0
H -2.217460 0.106664 5.385230 0.0 0.0 -0.1
H -0.448505 1.739584 7.273866 -0.1 0.0 -0.1
H -2.152213 1.346949 7.446565 0.1 0.0 0.0
H -1.637665 2.438181 6.152111 0.0 -0.1 0.1
H -2.274013 -0.965634 3.527365 0.0 0.0 0.0
H -2.001779 -0.226834 1.953410 0.0 -0.1 -0.2
H -2.680622 0.737563 3.251989 0.0 0.0 0.0
H 1.210428 0.821733 2.787038 0.2 0.1 0.0
O -0.396192 2.302506 -0.760913 -0.1 -0.8 0.5
P -1.930093 2.559519 -0.878241 0.0 0.2 -0.1
C -2.608541 2.719962 0.766860 0.2 0.1 0.2
C -3.973187 2.544044 1.011772 -0.1 0.0 0.0
C -4.496250 2.872978 2.251166 0.0 0.0 0.1
C -3.666635 3.393239 3.242607 0.0 0.0 0.0
C -2.308643 3.578551 3.001390 -0.1 0.0 0.0
C -1.775816 3.246682 1.762054 -0.2 -0.1 0.0
C -2.317885 4.022881 -1.784081 0.1 0.1 -0.1
C -1.431272 5.102327 -1.723583 0.0 -0.1 -0.1
C -1.801247 6.312314 -2.287469 0.0 0.0 0.0
C -3.046753 6.445477 -2.890992 0.0 0.0 0.0
C -3.931223 5.373100 -2.943833 0.0 0.0 0.0
C -3.574285 4.154782 -2.387155 0.1 0.0 0.0
C -2.636225 1.119027 -1.663224 -0.1 0.1 0.0
C -3.183901 0.071752 -0.914164 -0.1 0.0 -0.1
C -3.692425 -1.047479 -1.561709 0.0 -0.1 0.1
C -3.637037 -1.127849 -2.945266 0.0 0.0 -0.1
C -3.080587 -0.090850 -3.694217 0.0 0.0 0.0
C -2.583010 1.037192 -3.060540 0.0 -0.2 0.1
H -4.632872 2.171144 0.233975 0.0 0.1 0.1
H -5.555180 2.742765 2.443504 0.1 0.0 0.0
H -4.088330 3.676357 4.201332 0.0 0.0 -0.1
H -1.673009 4.010162 3.766523 0.0 0.0 -0.1
H -0.726878 3.421313 1.559561 0.0 0.0 0.0
H -0.456157 4.988923 -1.260070 -0.1 0.0 0.0
H -1.119923 7.154213 -2.258092 0.0 -0.1 0.0
H -3.330697 7.394069 -3.329425 0.0 0.0 0.0
H -4.897194 5.487034 -3.422582 0.1 0.0 0.0
H -4.263117 3.315478 -2.431966 0.1 0.1 0.0
H -3.309994 0.172109 0.158542 0.0 0.0 0.0
H -4.165339 -1.835011 -0.984911 0.1 0.0 -0.1
H -4.047729 -1.996180 -3.449729 0.0 0.1 0.0
H -3.062452 -0.153746 -4.777002 0.0 0.0 0.1
H -2.178627 1.858428 -3.641605 0.0 0.0 0.0
```
Forces are in eV/Å.

Properties
max |F| = 0.98 eV Å⁻¹
relative energy (zero: lowest compared OMol25 entry of this formula, charge and spin) = 25.3 kcal/mol
net charge = +3
E_LUMO = -7.995 eV

Here are the Löwdin charges for atoms 1 to 2, given in e: number 1, Y, carries 1.470; number 2, C, carries -0.159